# C20H16N5O3SZr

A structure of composition C20H16N5O3SZr (ωB97M-V/def2-TZVPD, the OMol25 dataset).

Each line ends with the Löwdin charge.
Cartesian coordinates (Å):
Zr 0.20 -0.21 -0.43  1.82
O -3.91 0.30 -0.63  0.11
C -2.83 -0.18 -0.41  -0.44
N -1.71 0.50 -0.01  -0.07
C -1.81 1.79 0.68  -0.19
C -3.03 2.39 0.98  0.01
C -3.00 3.57 1.76  -0.06
C -1.79 4.13 2.13  -0.09
C -0.58 3.56 1.78  -0.01
C -0.62 2.39 1.03  -0.21
N 0.51 1.63 0.58  -0.06
C 1.78 2.11 0.67  -0.42
O 2.13 3.29 0.87  0.08
C 2.84 1.19 0.13  -0.21
C 4.10 1.64 -0.13  0.07
C 5.03 0.63 -0.55  0.01
C 4.64 -0.64 -0.83  -0.02
C 3.32 -0.95 -0.58  -0.09
N 2.45 -0.05 -0.13  -0.04
C -2.53 -1.62 -0.82  -0.18
C -3.50 -2.43 -1.40  0.02
C -3.08 -3.55 -2.05  0.01
C -1.73 -4.00 -1.94  -0.03
C -0.85 -3.19 -1.30  -0.12
N -1.26 -1.96 -0.80  -0.05
H -3.96 1.93 0.70  0.10
H -3.93 4.09 1.96  0.11
H -1.69 5.15 2.65  0.14
H 0.37 4.05 1.95  0.11
H 4.46 2.60 0.13  0.12
H 6.00 0.90 -0.89  0.12
H 5.32 -1.35 -1.28  0.12
H 2.92 -1.91 -0.78  0.11
H -4.50 -2.04 -1.53  0.13
H -3.78 -4.12 -2.73  0.15
H -1.41 -4.90 -2.45  0.12
H 0.22 -3.43 -1.36  0.12
S 0.92 -2.42 -4.40  0.68
C 0.74 -1.32 -3.25  -0.94
N 0.72 -0.42 -2.45  -0.13
C 0.68 -1.02 2.76  -0.08
O 0.15 -1.33 1.48  -0.25
H 0.91 0.07 2.96  0.12
H 1.65 -1.50 2.90  0.09
H -0.02 -1.37 3.53  0.11
H -0.56 -2.01 1.47  0.13

Properties
Total charge: +1
LUMO level in eV: -3.9
E_tot in eV: -46706.3268
Kohn-Sham gap in eV: 7.020